Record 1
11
Properties=species:S:1:pos:R:3 method="wB97M-V/def2-TZVPD" multiplicity=1 lumo_energy_ha=0.0399 charge=0
O -1.79818 -0.24605 -0.50232
C -0.55861 1.69486 0.19590
C 0.57764 -2.09879 0.42373
C -0.74958 0.39156 -0.52324
C 1.66939 -1.78599 0.01914
H -0.75687 2.51048 -0.50246
H -0.38636 -2.44982 0.72361
H -1.25031 1.75617 1.03910
H 2.70730 -1.67665 -0.20433
H 0.46765 1.76613 0.56264
H 0.07795 0.13812 -1.23178


Record 2
150
Properties=species:S:1:pos:R:3 method="wB97M-V/def2-TZVPD" multiplicity=1 lumo_energy_ha=0.0549 charge=-2
V -22.32866 40.53871 -27.65882
O -23.19157 36.34740 -18.18107
O -20.91690 30.67045 -27.89209
O -14.47034 45.99225 -20.45271
O -13.45323 36.60538 -20.45195
O -13.30016 45.47591 -21.75731
O -15.84276 44.25861 -25.13814
O -10.37204 36.76123 -31.00033
O -21.98082 39.38411 -28.63011
O -19.31607 40.71911 -25.19624
O -18.63675 45.05302 -21.67937
O -14.77369 44.39557 -21.41473
O -10.71663 31.07472 -23.21623
O -23.72132 40.32166 -26.93651
O -26.96836 35.13938 -23.20156
N -12.00626 34.50890 -22.11386
N -25.46217 36.19827 -21.06902
N -20.07545 31.02971 -26.84286
N -18.20567 44.89060 -24.38340
N -11.60537 37.54148 -31.26362
C -22.08183 31.84433 -25.57378
C -18.92425 39.55794 -24.61456
C -17.76105 31.24634 -25.89753
C -12.64579 35.71235 -32.80927
C -13.08778 35.34358 -22.54405
C -20.61045 32.16023 -26.07717
C -18.66069 44.41527 -20.45083
C -13.66105 38.50404 -30.58510
C -20.60936 33.49225 -26.84003
C -11.50220 30.06139 -22.82031
C -13.93474 37.67623 -19.76213
C -12.13597 37.18374 -32.59208
C -18.20314 29.53760 -27.58328
C -13.83948 44.96530 -20.80532
C -18.11378 31.92044 -28.33098
C -13.22785 38.19374 -32.90202
C -24.37026 36.03109 -18.83747
C -10.82736 32.28521 -22.49705
C -11.77230 38.12931 -28.95692
C -18.60914 30.99351 -27.14612
C -24.15830 36.22758 -20.36433
C -19.73674 32.36112 -24.82458
C -28.13996 34.88601 -23.92479
C -13.03322 36.70423 -21.80898
C -19.52771 45.29695 -23.93843
C -18.25242 32.43762 -25.05684
C -18.78291 39.73230 -23.11836
C -14.33691 38.18671 -31.95313
C -19.84672 44.87663 -22.52576
C -17.65106 38.98531 -25.21976
C -14.57182 43.70207 -25.46765
C -10.98635 37.41626 -33.63537
C -23.21379 36.50785 -16.79586
C -26.63299 36.52371 -23.15808
C -12.09936 33.15486 -22.73978
C -16.70606 44.28571 -26.28617
C -25.33584 36.60358 -22.43470
C -13.07062 36.13244 -29.74742
C -18.03355 45.07841 -25.84952
C -12.52970 37.55921 -30.15223
H -19.64556 33.94767 -27.06756
H -16.71642 31.50267 -26.07404
H -25.89197 35.30228 -20.88855
H -22.01957 30.87158 -25.08593
H -12.57698 30.22024 -22.73244
H -13.99271 37.40800 -18.70724
H -12.04359 33.28610 -23.82041
H -18.38129 28.70772 -26.89942
H -14.82324 37.21188 -31.98909
H -19.57517 44.78121 -19.98401
H -17.13292 29.55337 -27.78938
H -14.65475 42.74915 -25.99029
H -18.59276 32.89946 -28.31781
H -14.13998 44.36209 -26.21998
H -18.32307 43.90164 -24.21524
H -15.07285 38.90248 -32.31941
H -18.01482 33.38818 -25.53442
H -23.43668 35.51111 -20.75679
H -13.23102 39.48878 -30.76805
H -17.70653 32.44385 -24.11340
H -12.05317 34.45476 -21.10640
H -18.05169 46.11476 -26.18677
H -26.50370 36.89933 -24.17311
H -11.32806 39.11212 -29.11449
H -13.25598 38.52767 -19.81147
H -19.70723 39.97516 -22.59418
H -21.09988 29.74860 -27.69636
H -11.11903 29.73664 -21.85293
H -19.66148 46.37867 -23.92899
H -12.00872 37.07637 -21.80490
H -20.27525 44.96421 -24.65855
H -14.06309 34.88607 -22.37804
H -13.68979 37.85692 -33.83007
H -17.32643 38.06230 -24.73937
H -13.81634 43.60783 -24.68761
H -18.37434 38.81290 -22.69899
H -23.92332 37.30312 -16.56741
H -22.20153 36.73883 -16.46407
H -18.71041 43.32927 -20.52971
H -20.71740 45.43347 -22.17941
H -13.10892 35.58134 -23.60759
H -14.44814 38.71994 -29.86262
H -21.13638 33.35964 -27.78490
H -24.62259 34.99431 -18.61495
H -9.96708 32.86376 -22.83365
H -10.73066 32.02470 -21.44307
H -16.26253 44.81480 -27.12964
H -17.81156 44.61747 -19.79799
H -28.05759 35.03635 -25.00123
H -12.99872 32.61690 -22.44003
H -25.02869 37.64868 -22.47373
H -25.22768 36.61265 -18.49875
H -28.94370 35.51459 -23.54141
H -11.38147 37.21775 -34.63165
H -12.73662 35.47435 -33.86908
H -12.80565 39.17927 -33.09840
H -21.26977 34.21440 -26.35998
H -10.70878 38.43685 -33.37184
H -27.45889 37.11141 -22.75736
H -17.04518 32.09666 -28.20787
H -19.88629 31.61618 -24.04305
H -12.41751 35.28422 -29.95251
H -22.47382 32.61442 -24.90940
H -23.68103 37.20722 -20.38892
H -28.46561 33.88286 -23.64958
H -18.37228 31.39400 -29.24976
H -18.80619 29.30337 -28.46053
H -13.55282 35.36916 -32.31165
H -13.71936 37.44425 -22.22089
H -23.48829 35.65945 -16.16898
H -22.67150 31.70802 -26.48032
H -18.81649 44.53147 -26.37483
H -13.23734 36.11936 -28.67033
H -11.87636 35.01043 -32.48773
H -10.85271 37.59929 -28.70890
H -17.73775 30.50482 -25.09897
H -10.06642 36.84690 -33.50252
H -20.10517 43.81816 -22.55660
H -24.55999 36.06605 -22.97986
H -14.91710 38.01076 -20.09554
H -19.63784 38.78113 -24.88924
H -9.69658 37.39012 -31.26461
H -16.99745 43.30127 -26.65234
H -12.27458 38.30951 -28.00648
H -11.41102 29.28130 -23.57612
H -16.80389 39.67104 -25.20655
H -20.08599 33.27305 -24.34031
H -14.07782 35.88421 -30.08215
H -18.03210 40.49166 -22.89981
H -17.86507 38.75191 -26.26275


Record 3
72
Properties=species:S:1:pos:R:3 method="wB97M-V/def2-TZVPD" multiplicity=2 lumo_energy_ha="0.1565 / 0.1296" charge=-2
Ir -0.17649 -0.59294 -0.50931
As -2.25150 0.34673 -3.14209
Cl 2.67470 4.77937 -2.02938
S -3.32265 0.16578 0.22059
S 0.47256 -2.44632 -2.36477
O -3.89708 1.34197 -0.38224
O 0.44480 -2.07549 -3.75910
O 5.38395 1.81419 0.19428
O 5.25599 3.57042 -1.13799
O -3.04265 1.68008 -3.62306
O -1.83220 0.32509 0.36382
O 0.83824 -3.81077 -2.11862
O -0.86358 0.51595 -2.18595
O -1.70412 -0.49449 -4.57857
O 3.83008 0.10323 1.19175
O 1.32361 -1.45990 -1.53637
O -3.89382 -0.25616 1.47693
O 1.71928 -0.52895 0.94029
O -0.87275 -2.09435 -1.66852
N -0.49073 -0.24305 3.04658
N 1.11552 2.72537 -1.27208
N 1.14523 1.58504 -0.54622
N -0.15833 0.75778 2.40252
C -1.32159 4.55759 -3.36964
C -1.37573 -3.74493 3.00739
C -2.41846 4.60136 -2.52660
C 2.69138 0.21325 0.69092
C -4.18978 -2.31227 -0.43482
C -0.10953 3.32106 -1.72298
C 4.71241 2.64903 -0.56561
C 0.98432 2.81229 5.30758
C -1.01748 -4.16843 1.74076
C -3.36152 -1.02775 -2.30632
C -0.48892 -1.89061 1.04157
C 0.94493 4.08178 4.74246
C -0.58358 -3.25713 0.78669
C -1.20827 -2.40921 3.31496
C -4.39286 -3.18637 -2.65648
C 3.24410 2.41779 -0.69440
C -4.57386 -3.33388 -1.29145
C -3.77623 -2.04641 -3.15543
C 0.18455 1.86493 3.25153
C -3.60828 -1.16014 -0.94114
C -0.16302 3.90784 -2.97765
C 2.40770 1.39013 -0.20057
C 0.53744 4.23728 3.42574
C -1.21696 3.31371 -0.89150
C 2.36093 3.24555 -1.35747
C 0.60891 1.70346 4.56811
C -0.75921 -1.48074 2.37318
C -2.37057 3.96221 -1.29856
C 0.17158 3.12879 2.67611
H 0.67251 3.82938 -3.65645
H 0.65060 0.70610 4.98271
H -3.56809 -1.96324 -4.21375
H -1.74507 -4.44197 3.74980
H -3.25047 3.89883 -0.67561
H -0.12504 3.23128 1.64367
H -1.40286 -2.03343 4.31126
H -1.20594 2.74897 0.02908
H 1.24879 4.94471 5.32285
H -5.01467 -4.23773 -0.88859
H -1.37625 4.98993 -4.36068
H -3.33708 5.06887 -2.85634
H -4.34254 -2.38584 0.63334
H -4.70068 -3.97126 -3.33730
H 0.52008 5.22031 2.97168
H -0.32255 -3.64766 -0.18295
H -0.89168 -1.00164 -4.37027
H 4.77987 1.09642 0.62452
H 1.32403 2.68575 6.32883
H -1.07873 -5.21710 1.47250


The records above give, respectively, molar mass values of 70.09, 916.12, 1015.22 g mol⁻¹.
The records above give, respectively, max |F| values of 0.0380, 0.2648, 0.0071 Eh/bohr.